10
Properties=species:S:1:pos:R:3 method="wB97M-V/def2-TZVPD" orbital_gap_ev=12.5 smiles="FC(F)(F)F.N=C(F)F" e_homo_ha=-0.434 e_lumo_ev=0.7 e_above_lowest_kj_mol=0.0
C -2.283 0.058 0.084
C 2.487 -0.314 -0.065
N 1.357 0.107 -0.282
F -1.928 -0.239 -1.144
F -1.266 -0.082 0.896
F -2.700 1.305 0.132
F -3.261 -0.731 0.463
F 2.798 -1.581 -0.108
F 3.593 0.370 0.247
H 1.203 1.106 -0.223

55
Properties=species:S:1:pos:R:3 method="wB97M-V/def2-TZVPD" orbital_gap_ev="6.8 / 7.1" spin_multiplicity=3 e_homo_ha="-0.165 / -0.177" e_lumo_ev="2.3 / 2.3" charge=-1 e_above_lowest_kj_mol=59.4
Ni -0.331 0.787 -1.384
C -0.212 2.512 1.153
N 0.085 2.620 -0.274
C 1.536 2.814 -0.458
C -0.683 3.725 -0.901
C -1.594 3.272 -2.029
C -2.397 4.226 -2.660
C -3.258 3.843 -3.681
C -3.309 2.500 -4.056
C -2.496 1.572 -3.415
C -1.612 1.929 -2.391
H 0.095 3.413 1.698
H 0.321 1.652 1.573
H -1.280 2.362 1.304
H 1.866 3.734 0.041
H 1.767 2.863 -1.518
H 2.077 1.959 -0.053
H 0.021 4.476 -1.265
H -1.281 4.214 -0.127
H -2.350 5.272 -2.353
H -3.879 4.580 -4.180
H -3.978 2.183 -4.851
H -2.545 0.532 -3.734
O 3.665 -0.385 -3.753
S 3.150 -1.296 -2.760
O 2.620 -2.536 -3.276
O 3.977 -1.440 -1.578
S 1.396 -0.273 -1.986
C 1.723 -5.152 1.968
C 1.666 -3.995 2.955
N 0.995 -2.814 2.410
C 1.869 -1.680 2.034
C 2.782 -1.980 0.850
C -0.364 -2.843 2.407
O -1.008 -3.775 2.883
C -1.128 -1.688 1.807
C -2.237 -1.158 2.450
C -2.991 -0.186 1.810
C -2.596 0.247 0.552
N -1.529 -0.258 -0.055
C -0.838 -1.226 0.544
H 2.231 -6.009 2.419
H 2.258 -4.869 1.059
H 0.711 -5.458 1.696
H 2.667 -3.682 3.244
H 1.132 -4.305 3.849
H 2.469 -1.429 2.910
H 1.256 -0.813 1.820
H 3.455 -2.815 1.072
H 3.396 -1.110 0.609
H 2.222 -2.219 -0.057
H -2.510 -1.529 3.433
H -3.871 0.238 2.275
H -3.125 1.020 0.004
H -0.008 -1.620 -0.036

22
Properties=species:S:1:pos:R:3 method="wB97M-V/def2-TZVPD" orbital_gap_ev=9.7 smiles=CCN(CC)CC e_homo_ha=-0.315 e_lumo_ev=1.1 e_above_lowest_kj_mol=253.5
C -0.449 0.835 2.322
C -0.540 -0.360 1.348
N 0.140 -0.303 0.017
C -0.123 0.950 -0.863
C 0.825 2.153 -0.444
C -0.469 -1.452 -0.794
C 0.639 -2.037 -1.705
H -0.742 1.734 1.803
H -1.309 0.565 3.124
H 0.529 0.857 2.869
H -1.635 -0.223 1.088
H -0.071 -1.295 1.802
H -0.071 0.566 -1.911
H -1.173 1.195 -0.734
H 1.850 1.810 -0.881
H 0.441 3.113 -0.721
H 0.944 2.179 0.658
H -0.576 -2.280 -0.075
H -1.469 -1.238 -1.188
H 1.549 -1.392 -1.781
H 1.247 -2.889 -1.230
H 0.463 -2.488 -2.705

205
Properties=species:S:1:pos:R:3 method="wB97M-V/def2-TZVPD" orbital_gap_ev=5.3 e_homo_ha=-0.554 e_lumo_ev=-9.8 charge=+4
C -0.463 -1.325 -0.763
C -0.158 -0.305 0.347
C -0.117 1.140 -0.233
O -0.927 -0.453 1.552
H -1.429 -1.046 -1.184
H -0.487 -2.355 -0.406
H 0.221 -1.244 -1.608
H 0.869 -0.622 0.530
H 0.685 1.322 -0.947
H -0.007 1.833 0.601
H -1.120 1.408 -0.566
C -1.144 3.103 -7.341
C -0.410 4.138 -6.380
C -0.354 3.599 -4.919
N -0.461 4.688 -3.794
C -1.796 5.502 -3.839
C -1.849 6.450 -2.575
C -1.871 5.634 -1.267
C -0.699 4.706 -1.211
C -0.478 3.837 -2.484
C 0.825 5.573 -3.808
H -2.074 2.682 -6.959
H -0.499 2.262 -7.597
H -1.390 3.599 -8.280
H -0.985 5.064 -6.354
H 0.611 4.439 -6.615
H 0.534 3.009 -4.691
H -1.200 2.913 -4.894
H -2.608 4.777 -3.878
H -1.649 6.094 -4.743
H -2.818 6.948 -2.581
H -1.033 7.171 -2.628
H -2.817 5.095 -1.207
H -1.860 6.369 -0.463
H -0.987 4.108 -0.347
H 0.134 5.366 -0.968
H -1.221 3.064 -2.679
H 0.426 3.228 -2.469
H 0.891 6.243 -2.950
H 0.896 6.107 -4.755
H 1.635 4.852 -3.919
C 3.454 0.403 1.634
N 4.186 0.569 0.335
C 3.641 1.352 -0.616
C 4.416 1.786 -1.701
C 5.671 1.325 -1.882
C 6.266 0.489 -0.892
C 5.508 0.190 0.271
C 6.370 1.502 -3.193
C 7.471 2.366 -3.346
C 7.965 2.619 -4.605
N 7.501 1.994 -5.709
C 6.528 1.085 -5.592
C 5.997 0.799 -4.341
C 7.919 2.379 -7.057
H 4.148 0.931 2.287
H 3.253 -0.614 1.971
H 2.520 0.964 1.603
H 2.610 1.610 -0.424
H 3.998 2.450 -2.444
H 7.299 0.177 -0.942
H 5.762 -0.357 1.167
H 7.825 2.928 -2.494
H 8.799 3.260 -4.848
H 6.049 0.801 -6.517
H 5.256 0.014 -4.298
H 7.383 3.304 -7.270
H 7.706 1.575 -7.761
H 8.995 2.539 -7.126
C -1.799 1.424 8.382
N -1.432 0.479 7.392
C -1.596 0.585 6.041
C -1.032 -0.351 5.150
C -0.318 -1.428 5.621
C -0.244 -1.595 7.015
C -0.906 -0.677 7.895
C 0.203 -2.548 4.776
C -0.012 -3.889 5.087
C 0.577 -4.881 4.272
N 1.357 -4.511 3.212
C 1.475 -3.183 2.847
C 0.903 -2.139 3.616
C 1.972 -5.564 2.478
H -2.248 2.269 7.860
H -0.910 1.727 8.934
H -2.520 0.926 9.031
H -2.120 1.460 5.686
H -1.169 -0.228 4.086
H 0.325 -2.469 7.295
H -0.859 -0.857 8.958
H -0.566 -4.156 5.975
H 0.623 -5.937 4.492
H 2.002 -2.904 1.947
H 0.915 -1.154 3.172
H 1.109 -6.101 2.084
H 2.548 -6.219 3.131
H 2.691 -5.226 1.731
C 0.364 -4.232 -2.861
N -0.453 -5.496 -2.353
C -1.575 -4.956 -1.346
C -1.231 -6.086 -3.541
C 0.480 -6.469 -1.636
C -0.270 -7.581 -0.979
O -0.930 -7.210 0.236
H -0.370 -3.624 -3.389
H 1.091 -4.695 -3.528
H 0.825 -3.641 -2.070
H -1.064 -4.736 -0.409
H -2.390 -5.658 -1.173
H -2.016 -4.065 -1.793
H -1.896 -5.365 -4.016
H -1.758 -7.033 -3.425
H -0.431 -6.314 -4.246
H 0.998 -5.802 -0.946
H 1.300 -6.778 -2.285
H 0.324 -8.450 -0.691
H -0.932 -8.116 -1.659
H -1.497 -7.899 0.590
C -6.142 4.066 2.000
N -4.983 3.043 2.145
C -3.767 3.811 1.510
C -4.630 2.799 3.688
C -5.482 1.708 1.466
C -4.365 0.788 0.955
O -3.590 0.363 2.037
H -6.259 4.321 0.946
H -5.995 4.940 2.634
H -7.076 3.599 2.312
H -3.911 3.860 0.431
H -2.977 3.074 1.651
H -3.690 4.732 2.088
H -3.780 2.117 3.713
H -5.519 2.286 4.053
H -4.509 3.771 4.166
H -6.109 2.041 0.639
H -6.163 1.138 2.098
H -3.742 1.332 0.246
H -4.701 -0.053 0.349
H -2.771 0.054 1.643
C -2.426 -5.717 2.711
N -3.757 -5.177 3.293
C -4.736 -6.362 3.397
C -3.536 -4.571 4.707
C -4.289 -4.127 2.346
C -3.416 -2.949 1.995
O -2.059 -3.176 1.564
H -1.687 -4.982 3.027
H -2.569 -5.798 1.633
H -2.258 -6.698 3.156
H -5.628 -5.884 3.801
H -4.341 -7.120 4.074
H -4.901 -6.736 2.386
H -4.507 -4.208 5.044
H -2.990 -3.628 4.667
H -3.074 -5.214 5.455
H -5.163 -3.765 2.888
H -4.614 -4.590 1.414
H -3.319 -2.321 2.881
H -4.047 -2.385 1.308
H -1.517 -2.386 1.510
C 3.580 -2.543 -1.940
F 3.221 -3.180 -3.139
F 4.815 -2.075 -2.087
F 2.760 -1.556 -1.694
S 3.582 -3.762 -0.400
O 2.162 -3.988 -0.204
O 4.353 -4.897 -0.939
N 4.191 -2.777 0.838
S 5.412 -3.593 1.328
O 5.070 -4.949 1.706
O 6.659 -3.430 0.617
C 5.895 -2.721 3.050
F 4.757 -2.573 3.720
F 6.649 -3.536 3.762
F 6.551 -1.526 2.949
C 0.222 3.512 3.246
F 0.531 2.267 2.900
F -1.066 3.690 3.039
F 0.383 3.715 4.508
S 1.375 4.686 2.182
O 1.902 3.859 1.068
O 0.422 5.791 1.813
N 2.613 5.117 3.312
S 3.621 5.922 2.456
O 3.124 6.493 1.205
O 4.349 6.904 3.332
C 4.939 4.678 1.805
F 5.017 3.677 2.756
F 4.506 4.190 0.580
F 6.172 5.150 1.590
C -5.602 3.743 -4.517
F -5.795 3.186 -5.721
F -4.786 4.740 -4.707
F -6.762 4.184 -4.080
S -4.849 2.438 -3.159
O -4.732 3.160 -1.890
O -5.876 1.359 -3.186
N -3.297 2.072 -3.838
S -3.311 0.538 -3.882
O -3.427 -0.029 -2.507
O -4.231 0.068 -4.909
C -1.548 0.071 -4.523
F -1.424 -1.270 -4.456
F -1.422 0.430 -5.795
F -0.553 0.706 -3.807

no.,electronic energy (Eh)
1,-730.7797
2,-3509.5790
3,-292.2725
4,-8221.2907